No. 1
DFT (ωB97M-V/def2-TZVPD) results for a single C4H10N2O2 molecule.

XYZ file:
```
18
Properties=species:S:1:pos:R:3:forces:R:3
C -1.395189 0.802345 0.865474 -2.850 -3.601 1.575
C -0.085768 0.683792 0.227643 3.960 2.824 -2.282
C 0.053691 1.895889 -0.958581 -2.986 -2.562 1.916
O -0.221780 3.122108 -0.315397 -0.965 -0.618 -1.829
N 0.121358 -0.555191 -0.537595 -0.938 0.572 0.067
C 0.486868 -1.700278 0.181348 0.598 -0.799 -1.202
N 0.375205 -2.875867 -0.579867 0.106 1.939 0.097
O 1.013215 -1.704693 1.282753 -0.742 0.483 -0.659
H -1.706940 1.485966 1.641506 0.813 0.954 -0.237
H -2.207407 0.763168 0.104894 0.479 0.253 0.307
H -1.573157 -0.199569 1.461764 0.386 1.494 -1.098
H 0.852039 0.878845 0.916361 -2.012 -0.699 -1.102
H 0.920444 1.723511 -1.578731 0.784 0.641 0.238
H -0.835943 1.697773 -1.631940 0.826 0.315 0.597
H 0.545586 3.386694 0.126272 1.820 0.771 1.152
H -0.344506 -0.521985 -1.501843 1.033 -0.795 2.207
H 0.546581 -3.717094 -0.112864 0.298 -1.105 0.888
H -0.361729 -2.909702 -1.237328 -0.611 -0.067 -0.635
```
Forces are in eV/Å.

Summary:
- LUMO level: 0.76 eV
- SMILES string: C[C@H](CO)NC(N)=O
- DFT total energy: -418.385977 a.u.
- Orbital gap: 10.39 eV
- ΔE to the lowest compared entry with this formula, charge and spin: 2.040 eV

Results of the Mulliken charge analysis, in e, for atoms 1 through 5: number 1, C, carries -1.137; number 2, C, carries 0.263; number 3, C, carries -0.819; number 4, O, carries -0.471; number 5, N, carries -0.225

=====

No. 2
DFT (ωB97M-V/def2-TZVPD) results for a single C7H9N molecule.

XYZ file:
```
17
Properties=species:S:1:pos:R:3:forces:R:3
C -2.542839 -0.002995 -0.077956 -1.411 1.596 -0.507
C -0.189334 -0.741633 -0.278945 3.907 -1.183 -2.299
C 0.973511 -1.570955 0.073287 2.222 0.684 -0.314
C 2.020033 -0.600455 0.100477 -0.070 -5.171 0.372
C 1.898728 0.792551 0.050604 -0.438 4.168 -2.694
C 0.648842 1.416785 0.007613 2.367 1.565 -1.435
C -0.167268 0.451572 0.634643 -0.493 -1.606 4.867
H -2.439303 0.822432 -0.854473 0.369 -1.161 0.337
H -3.392397 0.600932 0.586338 2.721 -2.100 -0.561
H -3.061445 -0.866124 -0.548419 0.382 0.541 0.351
H -0.033589 -0.100316 -1.185020 -0.465 -1.392 -0.802
H 1.115491 -2.767209 0.124188 -0.246 3.157 -0.606
H 2.958356 -1.107566 -0.052977 0.828 0.573 0.524
H 2.726395 1.460104 -0.281932 -0.206 -1.037 0.456
H 0.410657 2.452277 -0.417907 0.588 -1.406 1.193
H 0.279244 0.207889 1.659094 -0.659 0.448 -1.222
N -1.205088 -0.447295 0.461393 -9.396 2.323 2.341
```
Forces are in eV/Å.

Summary:
- LUMO level: 0.29 eV
- SMILES string: CN1[C@@H]2C=CC=C[C@H]21
- DFT total energy: -326.622648 a.u.
- Orbital gap: 8.09 eV
- ΔE to the lowest compared entry with this formula, charge and spin: 7.301 eV

Results of the Mulliken charge analysis, in e, for atoms 1 through 5: number 1, C, carries -0.755; number 2, C, carries 0.316; number 3, C, carries -0.685; number 4, C, carries -0.237; number 5, C, carries -0.253

=====

No. 3
DFT (ωB97M-V/def2-TZVPD) results for a single C7H5Cl molecule.

XYZ file:
```
13
Properties=species:S:1:pos:R:3:forces:R:3
C 1.085904 0.302712 1.002262 -2.558 1.955 1.241
C -0.380548 -0.111128 1.008885 1.108 -0.339 -0.411
C -0.609348 -1.408275 0.387695 -0.011 1.975 0.774
C -0.752314 -2.447315 -0.164192 -0.501 -1.517 -0.869
C 0.105837 1.069826 0.143187 0.009 -0.259 1.638
C -0.037313 0.949307 -1.245937 0.165 0.277 -0.777
C -0.301490 0.988223 -2.407440 0.153 -0.086 -0.321
H 1.723452 -0.356433 0.566435 1.918 -1.638 -1.051
H -0.966955 0.143863 1.861989 -0.235 0.052 0.464
H -0.987776 -3.351778 -0.688884 0.223 0.231 0.219
H -0.105500 2.068592 0.531490 -0.148 -0.376 0.022
H -0.468459 1.029800 -3.444548 -0.129 -0.053 -0.464
Cl 1.694509 1.122605 2.449058 0.007 -0.220 -0.465
```
Forces are in eV/Å.

Summary:
- LUMO level: 1.00 eV
- SMILES string: C#C[C@@H]1[C@@H](Cl)[C@@H]1C#C
- DFT total energy: -729.755655 a.u.
- Orbital gap: 10.67 eV
- ΔE to the lowest compared entry with this formula, charge and spin: 0.000 eV

Results of the Mulliken charge analysis, in e, for atoms 1 through 5: number 1, C, carries -0.230; number 2, C, carries -0.327; number 3, C, carries -1.049; number 4, C, carries 0.585; number 5, C, carries -0.354

=====

No. 4
DFT (ωB97M-V/def2-TZVPD) results for C25H27N6O2S2V as an isolated structure.

XYZ file:
```
63
Properties=species:S:1:pos:R:3:forces:R:3
V 0.267956 -0.227534 -0.896951 1.098 0.164 -0.341
C -3.223468 0.728490 1.443134 -0.002 0.012 0.111
C -2.095990 0.068501 0.728723 -0.319 -0.632 -0.220
N -0.957758 0.616649 0.539359 -0.331 0.466 0.212
N -0.721376 1.887324 0.986798 0.335 -0.312 -0.271
C 0.467249 2.470611 0.670252 -0.218 -0.154 0.193
N 0.621420 3.717895 1.082867 0.213 0.060 -0.029
S 1.690404 1.638136 -0.169743 -0.307 0.226 0.124
C -2.217683 -1.290491 0.098252 0.178 0.600 0.198
C -3.318561 -2.098958 0.245382 -0.175 -0.255 0.018
C -3.339096 -3.334009 -0.403318 -0.154 0.079 0.116
C -2.264143 -3.710809 -1.177109 0.175 -0.012 -0.093
C -1.185996 -2.841786 -1.281500 -0.032 0.054 0.051
N -1.160504 -1.666302 -0.656884 -0.514 -0.434 0.061
H -2.902445 1.095498 2.421683 0.018 -0.004 -0.006
H -4.060516 0.060081 1.610687 0.012 0.009 -0.013
H -3.591643 1.572533 0.851819 0.009 0.004 0.011
H -1.453432 2.389477 1.467095 -0.015 0.016 0.033
H -0.078657 4.215799 1.609646 0.007 0.007 0.010
H 1.489548 4.191992 0.889366 -0.018 0.015 -0.009
H -4.158539 -1.794005 0.850968 0.002 -0.027 -0.018
H -4.198067 -3.983881 -0.301544 0.005 0.013 0.005
H -2.245650 -4.653329 -1.705631 -0.015 0.008 0.012
H -0.320268 -3.078853 -1.887745 0.005 -0.016 -0.006
O -0.748324 0.588340 -2.155073 -0.194 0.777 -0.887
C -0.404461 1.393387 -3.205278 -0.197 -0.674 0.832
C -1.373385 2.224006 -3.743508 -0.143 0.272 -0.128
C -1.041616 3.108271 -4.753271 -0.046 -0.016 0.016
C 0.262101 3.164693 -5.243610 -0.022 -0.052 0.060
C 1.210755 2.301397 -4.737892 -0.025 0.044 -0.052
C 0.887723 1.392954 -3.723355 0.485 -0.196 -0.048
C 1.846001 0.366033 -3.311179 -0.314 -0.033 0.019
N 1.630299 -0.627145 -2.420918 0.369 0.107 -0.263
C 2.732746 -1.451986 -2.506627 -0.452 -0.143 0.375
C 3.635241 -0.964479 -3.381629 -0.039 0.260 -0.232
N 3.040767 0.192959 -3.875139 0.313 -0.165 -0.050
H -2.379661 2.167566 -3.350048 0.009 0.020 -0.001
H -1.801175 3.760054 -5.164237 0.011 -0.002 0.005
H 0.523884 3.864590 -6.024335 -0.001 -0.011 0.002
H 2.211884 2.336513 -5.150272 -0.019 0.008 0.006
H 3.524524 -3.072077 -1.867879 -0.001 -0.006 0.004
H 4.594707 -1.319240 -3.711425 -0.016 0.016 -0.014
H 3.430864 0.780183 -4.592867 0.011 -0.040 -0.021
C 0.106158 0.950376 6.223277 -0.008 -0.003 -0.061
C 0.448115 0.356445 4.883244 -0.010 0.056 0.082
C -0.417387 -0.528567 4.243757 -0.026 -0.042 -0.093
C -0.083453 -1.106156 3.025913 -0.004 0.032 0.099
C 1.138570 -0.812279 2.433331 -0.079 -0.019 0.093
C 2.015673 0.068482 3.056530 -0.054 0.002 0.037
C 1.661552 0.651131 4.263761 0.023 0.035 -0.011
S 1.628676 -1.502720 0.872181 0.368 0.015 0.011
C 1.225078 -3.245189 1.060429 -0.080 -0.090 0.032
O 2.700940 -2.579812 -1.765251 0.093 0.042 0.029
H -0.929299 0.754866 6.496618 0.000 -0.007 -0.014
H 0.265257 2.029031 6.229796 0.015 -0.007 0.000
H 0.740141 0.525693 7.002788 0.013 -0.008 -0.011
H -1.361820 -0.781506 4.711987 0.018 -0.012 0.009
H -0.778703 -1.793110 2.555145 0.055 -0.011 0.032
H 2.974741 0.287899 2.605506 0.006 -0.015 -0.005
H 2.355457 1.329509 4.746450 -0.006 -0.019 0.006
H 1.903586 -3.679924 1.790411 -0.023 0.003 0.023
H 1.387096 -3.712949 0.092299 0.009 0.012 0.002
H 0.193962 -3.390268 1.374764 0.009 -0.016 -0.031
```
Forces are in eV/Å.

Summary:
- LUMO level (spin up / spin down): -6.33 / -6.47 eV
- DFT total energy: -3187.916753 a.u.
- Orbital gap (spin up / spin down): 6.92 / 6.77 eV
- ⟨S²⟩: 2.0173
- 2S+1: 3
- Charge: +2

Results of the Mulliken charge analysis, in e, for atoms 1 through 5: number 1, V, carries -0.281; number 2, C, carries -1.973; number 3, C, carries 0.835; number 4, N, carries 1.303; number 5, N, carries -0.872

=====

No. 5
DFT (ωB97M-V/def2-TZVPD) results for a 2-piece molecular cluster, C4H8O2 overall.

XYZ file:
```
14
Properties=species:S:1:pos:R:3:forces:R:3
C -0.473403 -0.397162 -0.297891 -0.078 -0.008 -0.029
C -0.099906 1.054129 -0.531748 -0.114 0.373 0.269
O -0.420600 1.963315 0.200128 0.203 -0.526 -0.382
C 0.598111 -1.147532 0.543129 0.058 -0.087 0.021
C 1.964169 -0.516525 0.368112 -0.134 0.200 0.278
O 2.726616 -0.821931 -0.506929 0.120 -0.051 -0.036
H -3.366597 1.292112 -0.237975 0.019 0.048 0.042
H -0.576284 -0.884483 -1.272675 0.064 0.071 0.111
H -1.433538 -0.438714 0.221150 0.112 0.048 -0.097
H 0.523674 1.252704 -1.432308 -0.095 -0.014 0.190
H -2.764008 1.608286 0.066223 -0.167 -0.034 -0.039
H 0.663519 -2.190692 0.219803 -0.057 0.162 0.055
H 0.315602 -1.120612 1.600395 0.083 0.071 -0.145
H 2.213100 0.305437 1.086625 -0.014 -0.254 -0.237
```
Forces are in eV/Å.

Summary:
- LUMO level: 0.60 eV
- SMILES string: O=CCCC=O.[H][H]
- DFT total energy: -307.621086 a.u.
- Orbital gap: 10.62 eV
- ΔE to the lowest compared entry with this formula, charge and spin: 2.486 eV

Results of the Mulliken charge analysis, in e, for atoms 1 through 5: number 1, C, carries -0.337; number 2, C, carries -0.115; number 3, O, carries -0.466; number 4, C, carries -0.498; number 5, C, carries -0.032

=====

No. 6
DFT (ωB97M-V/def2-TZVPD) results for a single C2H5N molecule.

XYZ file:
```
8
Properties=species:S:1:pos:R:3:forces:R:3
C -0.371245 -0.675002 0.069950 0.480 -2.930 2.265
C -0.156323 0.805269 0.123333 -2.651 -0.975 -3.234
H -1.128404 -1.386942 -0.415230 0.564 1.912 0.626
H 0.137788 -1.232237 0.917109 -1.115 0.599 -0.605
H 0.283169 1.361768 0.855113 1.364 0.587 2.440
H -0.908936 1.446716 -0.380906 0.595 -0.626 -0.060
H 1.534031 -0.228718 -0.419606 0.833 -0.116 0.373
N 0.609920 -0.090854 -0.749763 -0.069 1.549 -1.805
```
Forces are in eV/Å.

Summary:
- LUMO level: 1.31 eV
- SMILES string: C1CN1
- DFT total energy: -133.885854 a.u.
- Orbital gap: 10.73 eV
- ΔE to the lowest compared entry with this formula, charge and spin: 1.294 eV

Results of the Mulliken charge analysis, in e, for atoms 1 through 5: number 1, C, carries -0.221; number 2, C, carries -0.336; number 3, H, carries 0.188; number 4, H, carries 0.178; number 5, H, carries 0.266